82
Properties=species:S:1:pos:R:3:lowdin_charge:R:1 method="wB97M-V/def2-TZVPD" total_energy_ev=-59736.430 homo_lumo_gap_ev=6.621
N -2.269 -5.624 -0.876 -0.02
C -2.726 -4.822 -2.074 -0.19
C -2.850 -3.284 -1.604 -0.32
O -2.011 -3.111 -0.422 -0.10
C -4.347 -2.757 -1.389 -0.09
C -5.396 -3.867 -0.920 -0.18
C -6.435 -4.450 -2.032 -0.10
C -7.562 -5.033 -1.011 -0.15
O -7.425 -4.288 0.261 -0.08
C -6.542 -3.186 0.008 -0.35
O -6.666 -2.011 0.376 0.10
H -3.078 -6.120 -0.486 0.05
H -1.521 -6.275 -1.157 0.07
H -1.840 -4.871 -2.809 0.12
H -3.656 -5.250 -2.569 0.10
H -2.377 -2.600 -2.403 0.14
H -2.564 -2.835 0.337 0.09
H -4.702 -2.227 -2.330 0.13
H -4.300 -1.972 -0.544 0.13
H -4.993 -4.831 -0.472 0.14
H -7.030 -3.589 -2.515 0.13
H -6.057 -5.285 -2.701 0.11
H -8.655 -4.862 -1.269 0.13
H -7.308 -6.090 -0.673 0.13
O 0.153 -0.374 -4.337 -0.32
P 1.272 0.256 -3.488 0.75
N 1.656 -1.213 -2.712 -0.36
C 1.456 -1.582 -1.328 -0.12
C 2.141 -2.316 -3.531 -0.14
N 0.195 1.202 -2.535 -0.33
C 0.070 1.168 -1.088 -0.14
C -1.102 1.539 -3.117 -0.15
N 2.592 1.042 -2.594 -0.26
C 2.768 2.441 -3.057 -0.14
C 3.927 0.426 -2.678 -0.13
H 1.842 -0.828 -0.641 0.07
H 1.997 -2.495 -1.060 0.08
H 0.397 -1.764 -1.117 0.07
H 3.231 -2.264 -3.642 0.06
H 1.708 -2.299 -4.535 0.06
H 1.894 -3.294 -3.107 0.08
H -0.511 0.306 -0.749 0.08
H -0.438 2.068 -0.720 0.07
H 1.035 1.175 -0.581 0.04
H -1.806 0.702 -3.037 0.08
H -0.999 1.814 -4.169 0.07
H -1.548 2.408 -2.622 0.07
H 3.086 2.472 -4.104 0.08
H 3.511 2.963 -2.446 0.08
H 1.846 3.017 -2.973 0.07
H 4.220 0.243 -3.717 0.09
H 3.979 -0.514 -2.127 0.07
H 4.683 1.067 -2.214 0.08
O 1.913 1.987 1.627 -0.31
P 1.814 2.601 3.034 0.76
N 2.183 4.174 2.489 -0.36
C 3.369 4.961 2.737 -0.13
C 1.268 4.806 1.547 -0.13
N 3.224 1.802 3.622 -0.33
C 4.402 2.435 4.184 -0.14
C 3.621 0.561 2.958 -0.14
N 1.616 3.245 4.679 -0.27
C 1.122 2.185 5.593 -0.14
C 0.693 4.380 4.854 -0.13
H 3.623 4.998 3.797 0.06
H 3.235 6.010 2.452 0.08
H 4.223 4.580 2.167 0.08
H 0.472 5.339 2.081 0.07
H 0.788 4.074 0.891 0.06
H 1.770 5.523 0.891 0.08
H 5.054 2.845 3.408 0.07
H 4.995 1.712 4.758 0.08
H 4.158 3.219 4.902 0.07
H 4.156 0.762 2.023 0.08
H 2.751 -0.061 2.740 0.07
H 4.271 -0.043 3.599 0.08
H 0.120 1.850 5.303 0.08
H 1.090 2.544 6.625 0.08
H 1.776 1.311 5.595 0.07
H -0.282 4.179 4.397 0.09
H 1.094 5.302 4.433 0.07
H 0.538 4.598 5.915 0.08



16
Properties=species:S:1:pos:R:3:lowdin_charge:R:1 method="wB97M-V/def2-TZVPD" charge=+1 total_energy_ev=-6262.155 homo_lumo_gap_ev=10.561 e_above_lowest_kcal_mol=32.9
C -2.374 0.103 -0.348 -0.15
C 2.364 0.117 -0.201 0.00
C 0.037 0.297 0.566 -0.08
N -1.384 -0.598 0.443 -0.07
N 1.006 -0.458 -0.244 -0.02
H -1.989 0.273 -1.352 0.08
H -3.242 -0.549 -0.426 0.09
H -2.694 1.056 0.082 0.09
H 3.042 -0.443 -0.847 0.11
H 2.338 1.155 -0.532 0.11
H 2.750 0.085 0.819 0.11
H 0.337 0.321 1.611 0.13
H -0.134 1.290 0.156 0.13
H -1.723 -0.728 1.390 0.09
H 1.008 -1.431 0.093 0.19
H 0.659 -0.490 -1.212 0.19



141
Properties=species:S:1:pos:R:3:lowdin_charge:R:1 method="wB97M-V/def2-TZVPD" total_energy_ev=-147982.179 homo_lumo_gap_ev=8.787 e_above_lowest_kcal_mol=0.0
C 4.084 3.042 -0.594 -0.02
C 4.843 2.251 -1.627 -0.29
C 6.327 2.018 -1.412 -0.09
O 6.521 0.713 -1.896 0.10
C 5.357 0.095 -1.988 -0.69
O 5.220 -0.949 -2.355 0.25
O 4.353 0.888 -1.647 0.09
H 4.083 2.465 0.334 0.06
H 3.041 3.130 -0.914 0.04
H 4.472 4.048 -0.462 0.10
H 4.649 2.603 -2.647 0.16
H 6.601 2.047 -0.355 0.14
H 6.879 2.773 -1.965 0.14
C -3.527 -2.624 4.680 -0.04
C -3.853 -1.186 5.021 -0.30
C -4.754 -0.439 3.976 -0.05
O -5.734 0.233 4.808 0.06
C -5.635 -0.224 6.087 -0.62
O -6.304 0.102 6.930 0.23
O -4.622 -1.128 6.229 0.08
H -4.396 -3.286 4.630 0.09
H -2.869 -2.995 5.469 0.09
H -3.022 -2.675 3.712 0.03
H -2.873 -0.718 5.130 0.15
H -5.263 -1.183 3.378 0.09
H -4.129 0.269 3.456 0.13
C 2.244 4.610 3.350 -0.02
C 2.126 3.252 2.730 -0.27
C 2.121 2.167 3.777 -0.09
O 0.712 2.083 4.092 0.09
C 0.006 2.542 3.059 -0.70
O -1.119 2.414 2.930 0.18
O 0.762 3.175 2.217 0.08
H 1.504 4.810 4.124 0.10
H 2.159 5.418 2.621 0.09
H 3.248 4.727 3.793 0.10
H 2.850 3.095 1.948 0.13
H 2.552 2.524 4.713 0.14
H 2.470 1.208 3.424 0.09
C -1.116 -3.913 -5.164 -0.03
C 0.150 -3.291 -4.676 -0.33
C 1.001 -2.577 -5.781 -0.07
O 1.220 -1.266 -5.274 0.11
C 0.576 -1.128 -4.122 -0.62
O 0.636 -0.203 -3.476 0.19
O -0.125 -2.243 -3.766 0.08
H -1.897 -3.178 -5.324 0.09
H -1.485 -4.647 -4.431 0.09
H -0.930 -4.558 -6.027 0.09
H 0.817 -4.050 -4.263 0.13
H 0.510 -2.611 -6.762 0.13
H 1.962 -3.062 -5.934 0.11
C 2.014 -3.312 -0.402 -0.06
C 3.063 -2.942 -1.404 -0.30
C 4.356 -3.767 -1.316 -0.06
O 4.653 -4.085 -2.684 0.09
C 3.592 -3.840 -3.456 -0.51
O 3.527 -4.118 -4.642 0.12
O 2.573 -3.302 -2.709 0.06
H 2.115 -2.822 0.569 0.06
H 2.046 -4.396 -0.228 0.08
H 1.020 -3.047 -0.757 0.07
H 3.254 -1.873 -1.389 0.13
H 4.182 -4.671 -0.725 0.13
H 5.133 -3.165 -0.855 0.11
C 4.981 0.073 4.261 -0.02
C 4.601 -0.852 3.115 -0.25
C 4.622 -0.266 1.700 -0.06
O 5.553 -1.135 0.930 0.03
C 6.062 -2.124 1.712 -0.57
O 6.818 -2.955 1.341 0.17
O 5.703 -1.877 3.006 0.05
H 5.847 0.695 4.045 0.09
H 5.120 -0.469 5.192 0.09
H 4.151 0.773 4.462 0.06
H 3.662 -1.367 3.345 0.15
H 5.020 0.765 1.628 0.12
H 3.631 -0.217 1.236 0.09
C -2.153 2.988 0.390 -0.04
C -2.811 4.188 -0.203 -0.29
C -4.292 4.043 -0.651 -0.09
O -5.008 4.968 0.163 0.06
C -4.127 5.725 0.887 -0.59
O -4.426 6.638 1.508 0.20
O -2.850 5.259 0.782 0.08
H -2.733 2.587 1.219 0.10
H -1.148 3.270 0.709 0.08
H -2.004 2.243 -0.394 0.07
H -2.174 4.565 -1.010 0.13
H -4.617 3.018 -0.450 0.12
H -4.487 4.278 -1.689 0.11
C -1.043 -5.381 1.264 -0.26
S -0.717 -3.828 2.079 0.82
O -2.001 -3.127 2.304 -0.56
C -0.239 -4.535 3.643 -0.26
H -1.707 -5.196 0.422 0.05
H -1.513 -6.129 1.905 0.06
H -0.090 -5.767 0.896 0.05
H 0.131 -3.765 4.309 0.05
H 0.500 -5.334 3.537 0.06
H -1.124 -5.013 4.078 0.06
C -5.072 1.260 -3.493 -0.26
S -3.299 1.322 -3.666 0.83
O -2.852 2.496 -2.864 -0.53
C -2.938 -0.097 -2.645 -0.25
H -5.503 2.181 -3.883 0.06
H -5.325 1.216 -2.429 0.04
H -5.495 0.400 -4.013 0.06
H -1.842 -0.126 -2.609 0.03
H -3.330 -1.058 -2.955 0.05
H -3.254 0.161 -1.625 0.03
C -6.574 -1.569 1.132 -0.26
S -5.624 -0.943 -0.244 0.81
O -4.472 -0.277 0.409 -0.55
C -5.124 -2.567 -0.837 -0.24
H -7.466 -2.062 0.731 0.06
H -6.795 -0.779 1.834 0.05
H -6.018 -2.359 1.642 0.05
H -5.959 -3.020 -1.387 0.06
H -4.927 -3.200 0.023 0.05
H -4.306 -2.468 -1.536 0.03
C 0.053 2.772 -4.021 -0.27
S 0.486 4.164 -3.014 0.84
O 1.736 3.766 -2.317 -0.55
C 0.919 5.301 -4.316 -0.26
H 0.938 2.489 -4.587 0.07
H -0.822 2.924 -4.652 0.06
H -0.208 1.956 -3.363 0.00
H 1.577 6.032 -3.842 0.05
H 0.082 5.821 -4.772 0.06
H 1.515 4.807 -5.092 0.06
C 0.824 1.131 -0.707 -0.24
S 0.715 -0.226 0.437 0.86
O 1.568 0.085 1.629 -0.53
C -0.961 0.005 0.981 -0.23
H 0.791 2.006 -0.046 0.06
H 0.003 1.062 -1.407 0.03
H 1.758 1.140 -1.262 0.04
H -1.719 -0.248 0.252 0.05
H -1.083 1.077 1.178 0.01
H -1.069 -0.544 1.909 0.05